# C9H28O9S2

A 5-piece molecular cluster, C9H28O9S2 overall in a non-equilibrium geometry (the ωB97M-V functional and the def2-TZVPD basis, OMol25).

As for the SMILES: CCOS(C)(=O)=O.CCOS(C)(=O)=O.CO.CO.CO. The gap between HOMO and LUMO is 9.9 eV. The energy above the lowest of the compared OMol25 structures with the same formula, charge and spin is 33.3 kJ/mol. For the HOMO energy, the calculation gives -9.622 eV. As for the maximum force: 2.42 eV Å⁻¹. The value obtained for the lowest unoccupied orbital energy is 0.28 eV.

Cartesian coordinates (Å):
1 O 1.22731 -25.63286 -7.18304
2 S 1.85354 -26.66623 -6.38853
3 O 1.61691 -26.76591 -4.96040
4 O 1.48923 -28.07222 -7.06481
5 C 2.16932 -29.24717 -6.61237
6 C 1.35306 -30.47499 -6.89783
7 C 3.66292 -26.60149 -6.71619
8 H 2.38097 -29.20301 -5.54279
9 H 3.09159 -29.30042 -7.19835
10 H 1.81150 -31.44808 -6.73838
11 H 1.08512 -30.49566 -7.96253
12 H 0.38298 -30.46714 -6.39358
13 H 4.22911 -27.05113 -5.90656
14 H 3.89947 -25.53844 -6.73778
15 H 3.74960 -27.02973 -7.70845
16 O 5.22962 -29.27087 -5.07504
17 S 5.64424 -29.58948 -3.72261
18 O 7.02594 -29.54696 -3.36416
19 O 4.92075 -28.56456 -2.69562
20 C 3.49057 -28.39592 -2.82038
21 C 3.14035 -27.09791 -2.09805
22 C 4.92678 -31.22110 -3.23317
23 H 2.96654 -29.24234 -2.37304
24 H 3.29662 -28.21263 -3.87682
25 H 2.21533 -26.77288 -2.57856
26 H 3.94182 -26.38838 -2.28202
27 H 2.91603 -27.23134 -1.04265
28 H 5.18684 -31.82814 -4.09998
29 H 3.84609 -31.16109 -3.19619
30 H 5.52824 -31.44412 -2.36074
31 C 0.86419 -23.67955 -3.35302
32 O -0.04703 -24.68883 -3.77623
33 H 0.45477 -22.68554 -3.52554
34 H 1.06566 -23.75458 -2.27703
35 H 1.84091 -23.83011 -3.81593
36 H 0.47028 -25.29232 -4.32312
37 C -2.31451 -21.99510 -3.31964
38 O -2.43137 -22.92235 -4.37975
39 H -1.43158 -21.36856 -3.50756
40 H -3.17418 -21.32953 -3.24945
41 H -2.19825 -22.42021 -2.31437
42 H -1.60267 -23.42854 -4.41800
43 C 5.35051 -23.85947 -3.89327
44 O 4.26406 -23.38582 -3.07944
45 H 6.27559 -23.39869 -3.55624
46 H 5.32997 -24.94685 -3.79190
47 H 5.16602 -23.69145 -4.95768
48 H 3.80480 -22.68946 -3.55614